[1]
The following is a quantum chemistry calculation of a single C3H7N3O molecule, from the OMol25 dataset.

Each line ends with the Löwdin charge.
Element x y z (Å)
C -1.18567 0.08433 1.74870  -0.0848
N -0.12488 -0.76553 1.23977  0.0027
C 0.56520 -0.50466 0.08727  -0.5314
O 0.33644 0.78486 -0.30127  -0.0078
N 1.36032 -1.24319 -0.57393  0.1372
C 0.60973 1.10131 -1.61223  -0.2857
N -0.16341 0.72744 -2.52623  0.1491
H -1.87743 0.38591 0.95613  0.0866
H -0.78088 0.98946 2.21323  0.0825
H -1.74001 -0.47590 2.50525  0.0843
H -0.07403 -1.71369 1.57277  0.1302
H 1.41437 -2.18038 -0.18428  0.0473
H 1.49530 1.73375 -1.70015  0.1314
H 0.16495 1.07629 -3.42504  0.0584

The calculation puts the electronic energy at -357.99659 a.u. The energy above the lowest of the compared OMol25 structures with the same formula, charge and spin comes out at 33.44 kcal/mol. As for the largest force on an atom: 0.46 eV/A. For the frontier orbital gap, the calculation gives 0.3649 Ha.


[2]
The following is a quantum chemistry calculation of a molecular structure, C58H50IrN3OP2S, from the OMol25 dataset.

Each line ends with the Löwdin spin population.
Element x y z (Å)
Ir 1.17626 -0.06269 -0.67661  0.9468
O -1.80286 -0.17843 -1.22656  0.0529
C -2.30134 -1.46608 -1.30267  0.0044
C -3.44869 -1.75599 -2.02720  0.0013
C -3.91908 -3.05994 -2.07283  -0.0002
C -3.23342 -4.07308 -1.42180  0.0024
C -2.03697 -3.78659 -0.79104  0.0077
C -1.53395 -2.48468 -0.73251  0.0363
P 0.18498 -2.21116 -0.18030  0.1894
C 1.13060 -3.58969 -0.88023  0.0301
C 1.02471 -4.87399 -0.34258  0.0069
C 1.73800 -5.92049 -0.89465  0.0018
C 2.57514 -5.69851 -1.98013  0.0011
C 2.71119 -4.42073 -2.49820  0.0003
C 1.99681 -3.36939 -1.94480  0.0083
C 0.29322 -2.46939 1.59444  0.2254
C -0.74902 -1.91341 2.52214  0.1058
C -0.53668 -2.38386 3.92625  0.2298
C 0.64046 -2.89747 4.35664  0.0156
C 1.69721 -3.13682 3.45203  0.3114
C 1.46930 -2.97039 2.07472  0.0301
C -2.53784 0.88705 -0.74641  0.0049
C -3.92138 0.91750 -0.68031  0.0010
C -4.55223 2.07032 -0.23627  0.0003
C -3.82374 3.18990 0.13405  0.0022
C -2.44299 3.14924 0.06713  0.0074
C -1.78088 1.99143 -0.34379  0.0341
P 0.00664 2.02304 -0.64571  0.1597
C 0.82050 3.02190 0.62657  0.0154
C 2.15965 3.37037 0.43559  0.0113
C 2.85212 4.05448 1.41819  0.0018
C 2.22702 4.36883 2.61707  0.0086
C 0.91697 3.97667 2.83859  0.0033
C 0.21607 3.29600 1.85316  0.0097
C 0.01278 2.94549 -2.21153  0.0171
C -0.62934 2.34782 -3.29813  0.0063
C -0.72854 3.01337 -4.50431  -0.0002
C -0.19567 4.28939 -4.63976  0.0062
C 0.42371 4.89710 -3.56077  -0.0002
C 0.52413 4.23340 -2.34478  0.0076
H -3.96028 -0.97405 -2.56578  0.0000
H -4.81984 -3.27962 -2.62525  0.0001
H -3.60420 -5.08540 -1.44195  0.0004
H -1.47250 -4.59712 -0.35416  0.0009
H 0.41298 -5.05420 0.53303  0.0011
H 1.64904 -6.90960 -0.47152  0.0003
H 3.13266 -6.51702 -2.40644  0.0001
H 3.38222 -4.23716 -3.32320  0.0000
H 2.13751 -2.37223 -2.33609  0.0040
H -1.75627 -2.18886 2.18908  0.0197
H -1.34825 -2.25039 4.62211  0.0115
H 0.76157 -3.16641 5.39581  -0.0046
H 2.64230 -3.52218 3.79850  0.0170
H 2.25028 -3.27182 1.38808  -0.0029
H -4.52017 0.05881 -0.93621  0.0000
H -5.62989 2.08683 -0.18778  0.0001
H -4.32525 4.08806 0.45893  0.0004
H -1.87088 4.03009 0.32254  0.0006
H 2.66878 3.10901 -0.48336  0.0024
H 3.88045 4.33847 1.25066  0.0000
H 2.76804 4.90199 3.38434  0.0005
H 0.43491 4.19701 3.77964  0.0005
H -0.79814 2.97925 2.05101  0.0021
H -1.05598 1.35629 -3.20223  0.0006
H -1.23000 2.54241 -5.33832  -0.0001
H -0.27975 4.81393 -5.57936  0.0004
H 0.81690 5.89823 -3.65478  0.0000
H 0.98140 4.73724 -1.50975  0.0004
C -3.54913 -0.82916 4.58296  0.0139
C -2.96360 0.31571 3.74735  0.0249
C -3.58085 0.28778 2.35196  0.0022
C -3.37251 1.64932 4.39080  0.0107
C -1.43651 0.23524 3.70038  0.2549
C -0.71457 0.59391 4.80781  0.0053
C 0.68589 0.62560 4.85931  0.3132
C 1.37405 0.41903 3.64451  0.0096
S 3.05543 0.64938 3.33482  0.0296
C 2.78029 0.35034 1.68237  0.0779
N 1.51573 0.10875 1.37530  0.0184
C 0.70826 0.11122 2.48301  0.1213
C -0.71428 -0.31820 2.48942  0.1049
C 3.76235 0.23398 0.62260  0.0560
C 5.13165 0.35396 0.80836  0.0124
C 5.98160 0.07877 -0.25033  0.0518
C 5.45972 -0.32624 -1.47235  0.0136
C 4.08759 -0.41883 -1.66410  0.0714
C 3.20690 -0.11752 -0.62450  0.1491
H -4.61606 -0.66758 4.72769  0.0019
H -3.08318 -0.88689 5.56398  -0.0001
H -3.43287 -1.79092 4.08746  0.0000
H -4.66512 0.33932 2.42987  -0.0001
H -3.34169 -0.61120 1.78750  0.0008
H -3.25185 1.15157 1.78252  0.0001
H -4.44766 1.78545 4.29486  0.0018
H -2.87740 2.48850 3.90181  0.0005
H -3.13519 1.68631 5.45056  0.0000
H -1.24723 0.89455 5.69750  -0.0053
H 1.20582 0.88664 5.76393  0.0173
H -1.20060 -0.00980 1.55844  0.0140
H 5.53940 0.63942 1.76822  0.0006
H 7.04900 0.15815 -0.11781  0.0026
H 6.13044 -0.57111 -2.28336  0.0006
H 3.71781 -0.73972 -2.62459  0.0036
N 0.83661 0.11512 -6.90832  0.0052
C 0.91293 0.05126 -5.56989  0.0045
C 1.80368 0.85499 -4.84164  0.0025
C 1.84183 0.75814 -3.47767  0.0121
N 1.08051 -0.09610 -2.76179  0.0253
C 0.21969 -0.86222 -3.46152  0.0062
C 0.10595 -0.82791 -4.82537  -0.0004
H 1.40989 0.75451 -7.43370  0.0001
H 0.19081 -0.45890 -7.42154  0.0001
H 2.44577 1.56570 -5.33846  0.0000
H 2.51135 1.38511 -2.90718  0.0045
H -0.39222 -1.54406 -2.88902  0.0014
H -0.59897 -1.48351 -5.31239  -0.0001

The calculation puts the electronic energy at -3664.45753 a.u. As for the net charge: +2. The energy above the lowest of the compared OMol25 structures with the same formula, charge and spin comes out at 0.00 kcal/mol. As for the largest force on an atom: 0.34 eV/A. For the frontier orbital gap (spin up / spin down), the calculation gives 0.2388 / 0.2288 Ha. Its multiplicity is 5.